A cluster of 14 separate species, C69H155Cl3N8O13 in total, computed with ωB97M-V/def2-TZVPD.

Bonds (Å) are listed after each position.
Positions of all 248 atoms, in Å:
1 C 1.0548 -1.1328 0.7045  H31 1.054, H68 1.100, C173 1.519, H207 1.116
2 O 7.2629 -1.7149 0.7596  H11 0.973, C164 1.396
3 H -5.0105 0.3800 -2.9566  C95 1.110
4 H -0.4954 8.2838 -1.0722  C81 1.022
5 H -0.0157 1.2837 -1.4510  C170 1.084
6 H -7.7935 0.3013 4.8843  C78 1.067
7 Cl -3.4498 3.0207 1.3434  no bonds
8 H -1.4755 7.2379 0.9801  C35 1.109
9 H 2.3847 -2.0132 3.0977  C171 1.095
10 C -1.3947 0.6738 -6.3325  H14 1.131, N34 1.506, C76 1.484, H101 1.102
11 H 7.7894 -1.9578 -0.0219  O2 0.973
12 N 1.3159 -2.6929 5.7033  C52 1.473, H153 1.019, C247 1.459
13 H 3.5579 4.1709 6.5859  C90 1.093
14 H -2.1747 1.4640 -6.1201  C10 1.131
15 H -1.1398 -1.7077 -8.5459  C16 1.133
16 C -0.8307 -1.2987 -7.5358  H15 1.133, H53 1.084, C76 1.539, C132 1.508
17 C -3.0409 7.1493 3.1530  H75 1.151, H105 1.108, C112 1.507, C186 1.503
18 N -2.6547 0.4887 -1.5032  C93 1.536, C98 1.470, C141 1.509, C199 1.455
19 H -6.5855 -1.0295 0.6114  C70 1.101
20 H -4.1868 -4.7384 -1.6381  C110 1.052
21 H -7.6801 -1.1989 3.3055  C181 1.066
22 H 3.5480 -2.9807 1.0332  C214 1.119
23 H 2.4709 -7.3583 -0.8992  C225 1.073
24 H -5.1187 1.8574 2.8978  C74 1.122
25 C 2.3360 3.8217 -6.9095  H42 1.104, H62 1.083, C240 1.556, C241 1.502
26 C 4.4445 0.9121 3.6274  N154 1.498, H165 1.074, C220 1.540, H234 1.125
27 C 3.2817 1.1232 -2.2128  C106 1.535, H121 1.076, H127 1.149, C148 1.464
28 H -4.8324 6.6636 -0.2953  C190 1.093
29 H 2.0399 -1.6880 -2.2786  C135 1.119
30 H 1.6260 -7.0235 7.3761  C183 1.087
31 H 1.5646 -1.2033 1.6241  C1 1.054
32 C -1.0783 -1.4445 3.6681  O87 1.297, O134 1.225, O163 1.377
33 H -7.6014 1.5421 3.6849  C78 1.066
34 N -0.4072 1.1202 -7.3789  C10 1.506, C58 1.458, C132 1.511, C237 1.498
35 C -2.3643 6.5739 0.9813  H8 1.109, H57 1.060, C112 1.458, N201 1.531
36 C 4.7576 3.2042 -2.8189  H77 1.096, H102 1.086, H108 1.103, C148 1.560
37 H 0.9827 -8.7565 -2.5451  C235 1.121
38 H -2.7833 5.8824 4.9235  C186 1.067
39 H -5.8696 1.3727 -1.7529  C95 1.080
40 H -2.6670 -3.5261 -3.2347  C157 1.084
41 C -3.3129 -0.4847 6.2497  C99 1.554, H126 1.090, H151 1.073, C158 1.548
42 H 3.2884 4.0065 -7.4367  C25 1.104
43 C -4.1087 2.2881 -2.4701  C93 1.542, C95 1.497, H129 1.088, H197 1.123
44 H 2.6466 -8.4248 -2.9879  C235 1.066
45 H 3.0114 2.5621 7.0712  C90 1.068
46 H 5.8318 -1.6110 -3.4417  C109 1.071
47 H -6.6262 1.5782 4.9349  C78 1.054
48 H 3.1007 -3.8254 5.4119  C247 1.078
49 H -4.3734 4.9160 -0.0177  C190 1.130
50 C 3.2663 -3.3792 -2.9042  H86 1.144, C135 1.520, H152 1.109, C184 1.508
51 H -0.6728 -5.5944 1.3943  C218 1.111
52 C 1.3667 -2.6462 7.1745  N12 1.473, C150 1.480, H215 1.076, H242 1.106
53 H -0.3889 -1.9933 -6.8312  C16 1.084
54 H -1.8678 -3.2634 -0.7357  C172 1.065
55 O -1.0406 3.7968 -3.7554  C149 1.250
56 C 7.6730 -1.1682 4.2708  O122 1.420, C174 1.572, H233 1.114, H243 1.090
57 H -2.0707 5.6358 1.3769  C35 1.060
58 C -1.0977 1.7259 -8.5111  N34 1.458, H59 1.100, H80 1.069, H219 1.129
59 H -1.4731 2.6881 -8.1333  C58 1.100
60 H -1.9956 -0.3298 0.2514  C98 1.077
61 H 1.6730 5.6857 -7.6567  C241 1.088
62 H 2.6049 3.3909 -5.9525  C25 1.083
63 H 3.3668 -4.7457 1.0671  C214 1.114
64 H 4.3358 0.4839 5.7966  C220 1.116
65 H -5.7758 -1.3828 5.1597  C162 1.127
66 H -2.3883 -1.1968 -6.0192  C76 1.072
67 H 3.2128 -1.9807 5.1990  C247 1.135
68 H 0.1531 -1.7574 0.7864  C1 1.100
69 H -2.2904 2.5062 -1.2981  C93 1.117
70 C -7.1241 -0.4378 1.3681  H19 1.101, H177 1.083, C181 1.516, C228 1.506
71 H 2.1117 -0.1287 -4.3787  C213 1.083
72 H 2.7470 1.1513 5.0829  C220 1.152
73 H -2.8971 -0.3164 -7.4349  C76 1.130
74 C -5.4879 0.8618 2.5355  H24 1.122, N168 1.504, C228 1.546, H238 1.101
75 H -3.7849 7.8352 3.7021  C17 1.151
76 C -1.9951 -0.5953 -6.8149  C10 1.484, C16 1.539, H66 1.072, H73 1.130
77 H 4.4148 3.2021 -3.8603  C36 1.096
78 C -7.0815 0.8572 4.3156  H6 1.067, H33 1.066, H47 1.054, N168 1.460
79 H 1.0437 -3.7866 8.9897  C150 1.078
80 H -0.4072 1.8467 -9.3178  C58 1.069
81 C -0.9883 7.5947 -1.6430  H4 1.022, C92 1.516, C94 1.611, H119 1.070
82 H -7.2051 1.7727 1.8191  C228 1.083
83 H -0.0686 -0.4293 -1.4069  C170 1.078
84 O -1.5916 5.7889 -4.4354  C149 1.341, H232 0.955
85 H 0.1213 0.8568 1.2691  C173 1.147
86 H 3.0884 -4.0286 -1.9798  C50 1.144
87 O -0.1311 -0.8729 4.3459  C32 1.297, H176 1.001
88 H -6.1510 1.3455 0.5013  C228 1.109
89 H -4.1752 0.9338 -0.1278  C141 1.038
90 C 3.2407 3.1852 6.2346  H13 1.093, H45 1.068, O244 1.427, H246 1.074
91 H -2.9279 8.5515 -0.8446  C94 1.110
92 C -0.5006 6.1820 -1.3915  C81 1.516, H113 1.100, C146 1.572, H236 1.144
93 C -2.6567 1.8821 -2.1488  N18 1.536, C43 1.542, H69 1.117, H96 1.109
94 C -2.5647 7.6120 -1.3107  C81 1.611, H91 1.110, N201 1.515, H205 1.081
95 C -4.8909 1.0684 -2.0936  H3 1.110, H39 1.080, C43 1.497, C141 1.535
96 H -1.9235 2.0628 -2.9612  C93 1.109
97 H -0.1785 2.6815 -6.0950  C237 1.109
98 C -1.7042 0.4903 -0.3822  N18 1.470, H60 1.077, C170 1.520, H212 1.119
99 C -4.4815 0.3105 5.6047  C41 1.554, H140 1.104, C162 1.525, H193 1.111
100 H 0.9204 -5.3430 -2.4622  C125 1.095
101 H -0.8457 0.4047 -5.4156  C10 1.102
102 H 5.7854 2.8623 -2.7475  C36 1.086
103 H -2.1999 5.1413 3.5157  C186 1.102
104 O 1.7743 -4.9510 7.4760  C150 1.435, C183 1.514
105 H -2.1072 7.7329 3.2790  C17 1.108
106 C 4.3702 0.2408 -2.8398  C27 1.535, N160 1.546, H191 1.092, H226 1.087
107 H -1.0453 -6.7313 -1.8997  C229 1.077
108 H 4.8352 4.2403 -2.4481  C36 1.103
109 C 4.9459 -1.9651 -3.9288  H46 1.071, N160 1.534, H166 1.104, C184 1.548
110 C -3.2650 -5.1784 -1.8903  H20 1.052, C131 1.552, H137 1.089, C157 1.528
111 H 0.9550 -0.3081 -6.9232  C132 1.073
112 C -3.4768 7.1718 1.7104  C17 1.507, C35 1.458, H208 1.143, H223 1.081
113 H 0.0641 6.1824 -0.4470  C92 1.100
114 H 2.9357 3.1202 -1.5862  C148 1.094
115 H 4.8423 -4.1689 -4.2794  C184 1.113
116 H 5.4356 -0.6254 2.5105  N154 1.110
117 H -1.2957 0.0675 7.1721  C158 1.133
118 H -4.2367 -0.6804 -0.8228  C141 1.081
119 H -0.8591 7.8953 -2.6619  C81 1.070
120 H -6.0975 -1.7934 2.6301  C181 1.073
121 H 2.9884 0.5960 -1.3220  C27 1.076
122 O 7.1568 -1.6254 5.5122  C56 1.420, C138 1.433
123 H 1.3327 -7.5158 -3.7183  C235 1.060
124 H 5.3067 -3.6234 -2.6068  C184 1.105
125 C 0.9814 -5.8652 -1.5014  H100 1.095, H222 1.066, C225 1.503, C229 1.550
126 H -3.7595 -1.0705 7.0537  C41 1.090
127 H 2.3756 1.1267 -2.9196  C27 1.149
128 H -1.6627 -4.8943 -3.3633  C157 1.095
129 H -4.4760 3.1495 -1.9166  C43 1.088
130 H 1.1251 1.4527 -6.0205  C237 1.121
131 C -2.6653 -5.6155 -0.5275  C110 1.552, H143 1.069, N188 1.483, H209 1.070
132 C 0.2123 -0.2215 -7.6931  C16 1.508, N34 1.511, H111 1.073, H217 1.066
133 H 6.6938 -3.4362 4.5931  C138 1.068
134 O -1.3149 -2.6422 3.7663  C32 1.225
135 C 3.1194 -1.9801 -2.3284  H29 1.119, C50 1.520, N160 1.583, H245 1.119
136 H 3.5542 -0.1419 -5.2300  C213 1.088
137 H -3.5162 -6.0557 -2.4840  C110 1.089
138 C 7.2655 -3.0502 5.4085  O122 1.433, H133 1.068, H155 1.087, H180 1.074
139 H 2.1050 2.0075 -8.0837  C240 1.103
140 H -5.1334 0.8323 6.3270  C99 1.104
141 C -4.0715 0.3742 -0.9963  N18 1.509, H89 1.038, C95 1.535, H118 1.081
142 H -2.2058 1.3577 6.2747  C158 1.090
143 H -2.6749 -6.6597 -0.2997  C131 1.069
144 H 5.1292 -1.0398 4.0842  N154 1.009
145 Cl -3.9840 -2.3288 1.1013  no bonds
146 C -1.7607 5.2806 -1.1255  C92 1.572, H161 1.093, N201 1.554, H231 1.112
147 H -4.3319 5.6632 -1.6407  C190 1.084
148 C 3.7626 2.4634 -1.8725  C27 1.464, C36 1.560, H114 1.094, H175 1.094
149 C -1.5086 4.4761 -4.6940  O55 1.250, O84 1.341, O159 1.262
150 C 0.9556 -3.8580 7.9178  C52 1.480, H79 1.078, O104 1.435, H196 1.094
151 H -2.7149 -1.0708 5.5783  C41 1.073
152 H 2.5235 -3.7235 -3.6528  C50 1.109
153 H 0.7347 -3.4184 5.2854  N12 1.019
154 N 5.4093 -0.2316 3.5483  C26 1.498, H116 1.110, H144 1.009, C174 1.543
155 H 8.3320 -3.2507 5.3454  C138 1.087
156 H 1.5675 0.7987 0.2701  C173 1.044
157 C -2.2409 -4.3205 -2.6318  H40 1.084, C110 1.528, H128 1.095, C172 1.518
158 C -2.3174 0.4896 6.9251  C41 1.548, H117 1.133, H142 1.090, H202 1.078
159 O -1.8130 4.1240 -5.8672  C149 1.262
160 N 3.8044 -1.0713 -3.4290  C106 1.546, C109 1.534, C135 1.583, C213 1.489
161 H -2.0810 4.8680 -2.0857  C146 1.093
162 C -5.1868 -0.5993 4.6036  H65 1.127, C99 1.525, N168 1.515, H187 1.085
163 O -1.7477 -0.5018 2.9209  C32 1.377, H200 0.955
164 C 5.9630 -1.6198 0.2589  O2 1.396, O169 1.263, O216 1.224
165 H 3.6112 0.6575 3.0000  C26 1.074
166 H 5.0250 -1.9189 -5.0289  C109 1.104
167 H 2.1542 -6.3810 8.9976  C183 1.147
168 N -6.1356 0.0115 3.5932  C74 1.504, C78 1.460, C162 1.515, C181 1.473
169 O 5.0883 -1.1152 1.0180  C164 1.263
170 C -0.2442 0.4454 -0.8026  H5 1.084, H83 1.078, C98 1.520, C173 1.526
171 C 2.2992 -2.9883 3.5877  H9 1.095, H211 1.150, O227 1.511, C247 1.512
172 C -1.3736 -3.8400 -1.4820  H54 1.065, C157 1.518, N188 1.611, H210 1.054
173 C 0.6593 0.3053 0.4188  C1 1.519, H85 1.147, H156 1.044, C170 1.526
174 C 6.8487 0.1349 3.9649  C56 1.572, N154 1.543, H189 1.054, H239 1.119
175 H 4.2906 2.3337 -0.9237  C148 1.094
176 H 0.3743 -1.5863 4.8327  O87 1.001
177 H -8.1674 -0.5233 1.0905  C70 1.083
178 H -3.1218 -0.4400 -3.3638  C199 1.144
179 H 2.9646 -6.3594 -2.0310  C225 1.077
180 H 6.8563 -3.5779 6.2494  C138 1.074
181 C -6.7999 -0.9907 2.7422  H21 1.066, C70 1.516, H120 1.073, N168 1.473
182 H 0.4042 -6.2979 8.4739  C183 1.067
183 C 1.4139 -6.2684 8.1286  H30 1.087, O104 1.514, H167 1.147, H182 1.067
184 C 4.6599 -3.4184 -3.4785  C50 1.508, C109 1.548, H115 1.113, H124 1.105
185 H -3.9498 5.3545 3.5767  C186 1.123
186 C -2.9789 5.8325 3.8757  C17 1.503, H38 1.067, H103 1.102, H185 1.123
187 H -4.3984 -0.9832 3.9643  C162 1.085
188 N -1.2491 -5.1806 -0.5973  C131 1.483, C172 1.611, C218 1.465, C229 1.467
189 H 6.7182 0.7578 4.8054  C174 1.054
190 C -4.1493 5.8636 -0.5911  H28 1.093, H49 1.130, H147 1.084, N201 1.529
191 H 4.8592 0.8223 -3.6246  C106 1.092
192 H 2.0865 5.8833 -6.0027  C241 1.106
193 H -3.9804 1.0881 4.9894  C99 1.111
194 H -2.6602 -1.5061 -2.1052  C199 1.075
195 Cl 0.0760 -2.5114 -3.9985  no bonds
196 H -0.1152 -4.0319 7.7783  C150 1.094
197 H -4.0465 2.4339 -3.5819  C43 1.123
198 H 1.8898 -3.5976 1.3386  C214 1.110
199 C -2.3861 -0.5420 -2.4938  N18 1.455, H178 1.144, H194 1.075, H224 1.054
200 H -2.4668 -1.0159 2.5601  O163 0.955
201 N -2.7013 6.3437 -0.4938  C35 1.531, C94 1.515, C146 1.554, C190 1.529
202 H -2.7909 0.8211 7.8347  C158 1.078
203 H -1.4842 -4.0735 1.2488  C218 1.078
204 H 0.6462 4.9417 -6.5246  C241 1.052
205 H -3.0410 7.5069 -2.2756  C94 1.081
206 H 2.6184 -1.6973 -5.1025  C213 1.083
207 H 1.7054 -1.5273 -0.1125  C1 1.116
208 H -4.3347 6.4188 1.6510  C112 1.143
209 H -3.1635 -5.1376 0.2897  C131 1.070
210 H -0.4104 -3.4832 -1.7197  C172 1.054
211 H 1.2873 -3.5028 3.4039  C171 1.150
212 H -1.9405 1.4355 0.1684  C98 1.119
213 C 2.9391 -0.7890 -4.6075  H71 1.083, H136 1.088, N160 1.489, H206 1.083
214 C 2.9660 -3.8070 1.5143  H22 1.119, H63 1.114, H198 1.110, O227 1.452
215 H 2.3820 -2.4034 7.4351  C52 1.076
216 O 5.8579 -1.9836 -0.9047  C164 1.224
217 H 0.6837 -0.1712 -8.6484  C132 1.066
218 C -0.8040 -4.7212 0.7204  H51 1.111, N188 1.465, H203 1.078, H248 1.103
219 H -1.9226 1.0602 -8.8998  C58 1.129
220 C 3.8976 1.1789 5.0419  C26 1.540, H64 1.116, H72 1.152, O244 1.442
221 H -0.5432 -7.0681 -0.3084  C229 1.112
222 H 1.3070 -5.1911 -0.7426  C125 1.066
223 H -3.8210 8.0876 1.2509  C112 1.081
224 H -1.4339 -0.4600 -2.9373  C199 1.054
225 C 2.0589 -6.8789 -1.7657  H23 1.073, C125 1.503, H179 1.077, C235 1.547
226 H 5.1188 -0.1399 -2.1502  C106 1.087
227 O 3.2939 -3.9135 2.9250  C171 1.511, C214 1.452
228 C -6.5839 0.9657 1.4495  C70 1.506, C74 1.546, H82 1.083, H88 1.109
229 C -0.4531 -6.3017 -1.1088  H107 1.077, C125 1.550, N188 1.467, H221 1.112
230 H 0.8812 3.2894 -8.3868  C240 1.087
231 H -1.7313 4.4006 -0.4458  C146 1.112
232 H -2.0690 6.2781 -5.1019  O84 0.955
233 H 8.7677 -1.0234 4.4167  C56 1.114
234 H 4.9947 1.8212 3.2594  C26 1.125
235 C 1.7063 -7.9483 -2.8262  H37 1.121, H44 1.066, H123 1.060, C225 1.547
236 H 0.2545 5.8078 -2.1649  C92 1.144
237 C 0.5229 2.0908 -6.7184  N34 1.498, H97 1.109, H130 1.121, C240 1.457
238 H -4.6741 0.1941 2.2116  C74 1.101
239 H 7.3322 0.6239 3.0818  C174 1.119
240 C 1.4465 2.7624 -7.6228  C25 1.556, H139 1.103, H230 1.087, C237 1.457
241 C 1.6608 5.1483 -6.7107  C25 1.502, H61 1.088, H192 1.106, H204 1.052
242 H 0.7315 -1.7681 7.3945  C52 1.106
243 H 7.4157 -1.8631 3.4720  C56 1.090
244 O 4.2289 2.5223 5.4469  C90 1.427, C220 1.442
245 H 3.6896 -1.7816 -1.3858  C135 1.119
246 H 2.3482 3.2663 5.6433  C90 1.074
247 C 2.6071 -2.9314 5.0669  N12 1.459, H48 1.078, H67 1.135, C171 1.512
248 H 0.1634 -4.2118 0.5765  C218 1.103

## Properties
Total charge: +2
HOMO level (eV): -11.8
Gap between HOMO and LUMO (eV): 9.152
Lowest unoccupied orbital energy (eV): -2.636
Total energy (eV): -150158.4209